{
  "formula": "C35H60N3OPS",
  "method": "ωB97M-V/def2-TZVPD",
  "smiles": "C#CCc1cccc2c1Sc1c(CNC)ccc(P(N)O)c1N2.CCCCCC.CCCCCC.CCCCCC",
  "e_homo_ev": -7.60,
  "e_lumo_ev": -0.33,
  "species": ["C", "C", "C", "C", "C", "C", "C", "C", "C", "S", "C", "C", "C", "N", "C", "C", "C", "C", "P", "N", "O", "C", "N", "H", "H", "H", "H", "H", "H", "H", "H", "H", "H", "H", "H", "H", "H", "H", "H", "H", "H", "C", "C", "C", "C", "C", "C", "H", "H", "H", "H", "H", "H", "H", "H", "H", "H", "H", "H", "H", "H", "C", "C", "C", "C", "C", "C", "H", "H", "H", "H", "H", "H", "H", "H", "H", "H", "H", "H", "H", "H", "C", "C", "C", "C", "C", "C", "H", "H", "H", "H", "H", "H", "H", "H", "H", "H", "H", "H", "H", "H"],
  "positions_angstrom": [[6.5159, -3.5571, 6.7754], [6.4452, -3.0122, 5.4577], [6.2562, -2.4926, 3.8792], [6.0787, -3.9020, 2.9962], [7.2476, -4.5220, 2.0113], [6.8692, -5.9671, 1.2683], [5.4179, -6.7325, 1.4988], [4.2155, -6.0978, 2.4726], [4.6040, -4.6606, 3.2090], [3.2457, -3.9216, 4.3257], [1.6511, -4.3937, 3.3874], [0.3760, -3.3617, 3.3435], [0.3864, -1.8668, 4.0871], [1.3859, -0.9001, 3.4199], [1.3463, -1.0678, 1.8972], [-0.9517, -3.8317, 2.4903], [-0.9340, -5.2906, 1.7172], [0.3599, -6.3454, 1.7602], [0.2263, -8.0226, 0.8172], [0.8271, -9.3868, 1.8560], [-1.4516, -8.4535, 0.5148], [1.7072, -5.8730, 2.6261], [2.8965, -6.8056, 2.6903], [6.4972, -4.4059, 7.6147], [7.2038, -1.8853, 3.5376], [5.2802, -1.8168, 3.7549], [8.2920, -3.9688, 1.8474], [7.6821, -6.4831, 0.5750], [5.2321, -7.7611, 0.9687], [-0.6685, -1.3493, 3.9578], [0.6072, -1.9791, 5.2462], [1.0779, 0.0924, 3.5699], [2.0997, -1.9583, 1.6567], [0.2580, -1.2656, 1.4910], [1.7506, -0.1285, 1.3171], [-1.8771, -3.1176, 2.4275], [-1.8959, -5.5641, 1.0915], [0.7661, -9.0577, 2.8602], [0.1558, -10.1809, 1.7420], [-1.5198, -9.4117, 0.1755], [2.8083, -7.6283, 2.0547], [-1.7166, 1.0661, 0.6263], [-2.3774, 2.2123, 1.3760], [-2.3611, 2.0282, 2.8962], [-3.1295, 0.8060, 3.4130], [-4.6071, 0.7515, 3.0236], [-5.4192, 1.9097, 3.5804], [-2.2391, 0.1201, 0.7921], [-1.7265, 1.2651, -0.4491], [-0.6744, 0.9451, 0.9384], [-3.4022, 2.3476, 1.0149], [-1.8434, 3.1392, 1.1342], [-2.7608, 2.9354, 3.3635], [-1.3216, 1.9496, 3.2322], [-3.0494, 0.7869, 4.5083], [-2.6392, -0.1076, 3.0622], [-5.0323, -0.1850, 3.4035], [-4.7174, 0.7158, 1.9355], [-5.3632, 1.9350, 4.6733], [-6.4698, 1.8057, 3.2976], [-5.0680, 2.8720, 3.1959], [-5.1215, 4.2935, -0.3674], [-5.5659, 4.5192, -1.8041], [-5.1744, 3.3752, -2.7438], [-3.6662, 3.1430, -2.8950], [-2.8661, 4.3500, -3.3859], [-3.2682, 4.8130, -4.7769], [-4.0328, 4.2340, -0.2858], [-5.4554, 5.1218, 0.2639], [-5.5496, 3.3690, 0.0329], [-5.1672, 5.4715, -2.1687], [-6.6579, 4.6198, -1.8181], [-5.6154, 3.5644, -3.7292], [-5.6317, 2.4479, -2.3825], [-3.5146, 2.3082, -3.5924], [-3.2510, 2.8112, -1.9381], [-1.8039, 4.0788, -3.4038], [-2.9551, 5.1830, -2.6820], [-3.1399, 4.0083, -5.5077], [-2.6471, 5.6563, -5.0893], [-4.3112, 5.1425, -4.8080], [0.0431, 2.8061, -6.0483], [1.5189, 2.8433, -6.4131], [2.4440, 2.6926, -5.2021], [2.3324, 3.8063, -4.1540], [2.5894, 5.2208, -4.6748], [3.9972, 5.4169, -5.2138], [-0.2316, 3.6349, -5.3904], [-0.5694, 2.8837, -6.9511], [-0.2113, 1.8670, -5.5466], [1.7419, 3.7677, -6.9561], [1.7253, 2.0222, -7.1102], [3.4788, 2.6277, -5.5574], [2.2335, 1.7357, -4.7126], [3.0434, 3.5904, -3.3452], [1.3396, 3.7756, -3.6942], [2.4309, 5.9281, -3.8521], [1.8608, 5.4850, -5.4472], [4.7433, 5.2053, -4.4412], [4.1355, 6.4494, -5.5443], [4.1965, 4.7669, -6.0712]],
  "forces_ev_per_a": [[-0.79, 2.57, -9.67], [0.08, -3.89, 8.13], [0.02, -1.26, 0.69], [-0.76, -2.27, -1.42], [-4.33, -2.19, 0.83], [-2.46, 1.51, 2.42], [0.73, 3.26, 1.62], [4.36, 1.93, -0.68], [1.51, -2.23, -2.42], [-0.14, -1.30, -2.20], [-1.71, -1.20, -1.97], [-0.41, -3.10, -1.93], [-0.43, -0.12, -0.39], [-1.02, 0.01, -1.18], [0.68, -0.54, -0.57], [3.86, -2.79, 0.14], [2.46, 1.45, 2.02], [-1.02, 3.99, 3.14], [0.15, -0.93, -1.38], [-1.44, 1.91, 1.18], [1.13, -0.82, 0.64], [-3.58, 1.61, -0.68], [0.50, 3.42, -0.87], [0.13, 2.56, -2.33], [-1.91, -1.41, 0.76], [2.15, -1.64, 0.51], [-2.68, -1.43, 0.46], [-2.04, 1.21, 1.66], [0.41, 2.25, 1.12], [1.69, -1.64, 0.32], [-0.30, 0.20, -2.55], [0.15, -1.47, 0.29], [-1.97, 1.79, 0.21], [2.12, 0.13, 0.68], [-0.70, -1.64, 1.51], [1.99, -1.62, 0.10], [2.28, 0.42, 1.44], [-0.02, -0.87, -1.20], [0.81, 0.86, 0.24], [0.48, 2.28, 0.69], [0.00, 1.01, 0.64], [-0.03, 0.00, -0.17], [0.10, 0.06, 0.12], [-0.17, 0.10, -0.01], [0.08, -0.01, 0.01], [0.03, -0.12, 0.12], [-0.12, 0.11, -0.06], [0.07, 0.02, -0.02], [0.06, -0.10, 0.06], [-0.09, -0.03, -0.02], [0.06, -0.01, 0.09], [-0.10, -0.04, 0.03], [0.04, -0.09, 0.00], [0.01, 0.01, -0.01], [-0.03, -0.01, -0.11], [0.02, 0.00, -0.02], [0.07, 0.05, -0.08], [0.06, -0.01, 0.01], [0.00, 0.04, -0.09], [0.04, 0.06, 0.07], [-0.04, -0.07, 0.06], [0.03, 0.18, 0.10], [-0.14, -0.15, -0.07], [0.01, 0.12, -0.13], [-0.01, -0.06, 0.07], [0.08, -0.14, -0.01], [-0.02, 0.15, -0.08], [-0.09, -0.02, 0.02], [0.05, -0.11, 0.03], [0.07, 0.04, -0.01], [0.00, -0.07, -0.02], [0.11, 0.02, -0.06], [0.05, -0.04, 0.06], [0.00, 0.03, 0.01], [0.00, 0.10, 0.06], [-0.02, -0.01, 0.01], [-0.07, 0.02, 0.07], [-0.02, -0.05, 0.03], [-0.04, 0.07, 0.04], [-0.06, -0.05, -0.06], [0.09, -0.04, -0.03], [-0.14, 0.08, -0.12], [0.10, -0.17, 0.05], [0.12, 0.10, -0.09], [-0.07, -0.06, 0.04], [0.00, 0.00, 0.17], [0.07, 0.09, -0.14], [-0.02, -0.07, -0.02], [-0.03, -0.02, 0.12], [0.00, 0.10, 0.00], [0.03, -0.04, 0.05], [0.03, 0.11, 0.05], [-0.07, 0.01, 0.06], [0.00, 0.02, -0.03], [-0.07, 0.05, -0.09], [0.02, -0.02, -0.01], [-0.05, -0.07, -0.08], [-0.02, -0.05, 0.03], [-0.04, -0.01, -0.09], [0.07, -0.07, 0.01], [0.02, 0.06, 0.09]],
  "mulliken_charge": [-0.491, 0.019, -0.419, 0.305, -0.580, -0.359, -0.537, 0.176, 0.223, -0.104, 0.213, 0.096, -0.110, -0.386, -0.566, -0.506, -0.555, 0.161, 0.271, -0.681, -0.533, 0.078, -0.214, 0.300, 0.359, 0.232, 0.267, 0.258, 0.233, -0.140, 0.284, 0.304, 0.190, 0.126, 0.340, 0.207, 0.265, 0.271, 0.295, 0.311, 0.390, -1.016, 0.425, -1.028, 0.182, -0.468, -1.260, 0.252, 0.347, 0.128, -0.454, 0.509, 0.376, 0.354, 0.436, -0.415, 0.396, 0.233, 0.356, 0.376, 0.242, -0.916, -0.505, -0.824, -0.063, 0.020, -1.344, 0.174, 0.411, 0.208, 0.272, 0.379, 0.326, 0.372, 0.439, -0.264, 0.046, 0.283, 0.253, 0.367, 0.417, -0.913, -0.430, -0.753, -0.519, -0.302, -1.231, 0.032, 0.407, 0.319, 0.251, 0.351, 0.318, 0.369, 0.374, 0.156, 0.351, 0.245, 0.295, 0.379, 0.286]
}